Record 1
C3H5N3 in the gas phase in a non-equilibrium geometry, computed with the ωB97M-V functional and the def2-TZVPD basis.

Geometry as ORCA input:
```
! RIJCOSX wB97M-V def2-TZVPD def2/J DEFGRID3
* xyz 0 1
N -2.39778 -1.98364 0.43338
H 0.62007 2.38945 -0.69313
C 0.65850 1.51348 -0.03758
N 0.10733 0.36063 -0.80317
C -0.11568 -0.81781 -0.04688
N 0.85987 -1.46636 0.46830
H 0.05081 1.74783 0.85138
H 0.49250 -2.25877 0.99143
H -0.70336 0.59402 -1.36742
H 1.70674 1.37537 0.25717
C -1.45027 -1.38597 0.11923
*
```

relative energy (zero: lowest compared OMol25 entry of this formula, charge and spin) = 125.6 kJ/mol
frontier orbital gap = 10.28 eV
SMILES string = [H]/N=C(\C#N)NC
electronic energy = -281.54222 Ha
LUMO energy = 0.3 eV



Record 2
A 3-piece molecular cluster, C17H35FN3O10P2 overall in a non-equilibrium geometry, computed with the ωB97M-V functional and the def2-TZVPD basis.

Geometry as ORCA input:
```
! RIJCOSX wB97M-V def2-TZVPD def2/J DEFGRID3
* xyz 1 1
H -3.56168 3.40995 5.15173
C 0.39420 3.55762 -4.48184
C 4.49262 -1.88291 -1.95687
H -1.40374 -0.95135 5.65500
P -2.31311 1.47078 3.31249
H 4.14140 -1.46940 0.11512
H 4.39275 -0.88176 -2.38376
O 1.73514 -3.36007 -2.08829
C 1.43788 -2.15168 -4.16550
C -1.64008 3.85578 4.25643
C -0.28395 0.33600 0.57504
H 5.54718 -2.08434 -1.75317
H -1.18104 1.80650 -6.70881
H -2.96674 5.05619 5.46281
H 0.69826 0.05366 0.96510
O 1.51075 -3.16642 0.42951
H 3.63615 -3.07826 -0.39413
N -1.83886 2.76394 -3.28211
H -0.76171 1.87266 6.60671
C 1.17097 -3.42610 -3.39000
H 0.98192 -2.20139 -5.15751
N -2.85118 1.50134 -5.04270
O -1.25991 2.49487 4.08764
F 3.47618 2.51731 -5.08994
C 3.66614 -2.03033 -0.69406
H -0.30584 1.42903 0.54896
H -2.01732 4.27394 3.31953
O -1.24685 0.31914 2.77262
O -0.35124 -3.23293 -0.99380
H 4.16473 -2.59382 -2.71844
H -0.34167 0.21759 4.87462
N 1.48100 2.88090 -3.69777
O 1.81247 0.84221 -4.97457
O -2.42195 0.56445 4.75820
H -0.38718 0.35425 7.41718
C -1.62170 1.97274 -5.67258
C -1.02105 2.77153 -4.49892
C 0.62327 -3.40616 1.51952
C -2.66981 4.00994 5.35858
H 1.22331 -5.46259 1.76172
H -2.37485 -0.00007 1.04997
H -3.52464 0.89308 -5.53853
H 0.09741 -3.62663 -3.34090
O 2.36806 -1.46172 -0.88099
C -1.38522 -0.21437 1.46117
H -0.38870 -5.09642 2.41448
H 1.01308 2.21422 -3.04314
H -2.26759 3.67045 6.31530
C 2.23543 1.97217 -4.61903
C -2.96610 1.94661 -3.66154
H -0.37721 -0.03938 -0.44909
H -1.65197 3.22396 -2.36768
O 0.54117 4.62256 -5.11454
H -0.12800 -5.25148 0.66574
C 0.30798 -4.88710 1.59951
H 1.13062 -3.08824 2.43462
C -1.25825 0.11383 5.45638
H -0.28465 -2.80932 1.42661
P 0.95792 -2.43107 -0.95089
H -1.29166 -1.29913 1.53405
O -2.32980 2.25226 1.98954
H 1.03804 -1.28018 -3.63722
H -3.81845 1.69721 -2.93966
H -0.73710 4.41497 4.51608
C -1.11534 0.85268 6.77253
H 2.51060 -1.98964 -4.28917
H 1.63138 -4.27461 -3.90321
H -2.07188 0.92254 7.29586
*
```

frontier orbital gap = 7.13 eV
electronic energy = -2367.54760 Ha
LUMO energy = -4.6 eV



Record 3
CH4N2O in the gas phase in a non-equilibrium geometry, computed with the ωB97M-V functional and the def2-TZVPD basis.

Geometry as ORCA input:
```
! RIJCOSX wB97M-V def2-TZVPD def2/J DEFGRID3
* xyz 0 1
C -0.95904 0.25193 -0.00858
N 1.52777 0.46979 -0.23341
H -1.53534 0.54423 0.85821
H -1.67165 -0.53203 -0.30235
N 0.37587 -0.29510 0.11336
H -0.84921 1.06418 -0.70464
H 0.56378 -1.31112 0.48445
O 2.54782 -0.19190 -0.20702
*
```

relative energy (zero: lowest compared OMol25 entry of this formula, charge and spin) = 369.4 kJ/mol
frontier orbital gap = 10.44 eV
SMILES string = CNN=O
electronic energy = -225.15129 Ha
LUMO energy = 0.8 eV



Record 4
A 2-piece molecular cluster, C3H5N4S overall in a non-equilibrium geometry, computed with the ωB97M-V functional and the def2-TZVPD basis.

Geometry as ORCA input:
```
! RIJCOSX wB97M-V def2-TZVPD def2/J DEFGRID3
* xyz -1 1
N -1.25596 2.48733 -3.22726
N -1.80021 1.53703 -2.58021
H 0.48846 -0.65267 -0.84199
H 0.81694 1.96304 -0.96950
N -1.03174 1.19535 -1.57008
N -0.08696 2.77481 -2.67495
C 0.34794 1.07651 1.40100
H 0.68504 -1.66160 0.64135
H -0.75442 -1.79281 -0.47563
S -0.88180 0.16201 0.87515
H -0.22654 1.95284 1.80796
C -0.05311 -1.18605 -0.02634
C 0.06066 1.86637 -1.72775
*
```

relative energy (zero: lowest compared OMol25 entry of this formula, charge and spin) = 359.9 kJ/mol
frontier orbital gap = 8.24 eV
electronic energy = -734.43008 Ha
LUMO energy = 3.2 eV



Repeat the first record exactly.
C3H5N3 in the gas phase in a non-equilibrium geometry, computed with the ωB97M-V functional and the def2-TZVPD basis.

Geometry as ORCA input:
```
! RIJCOSX wB97M-V def2-TZVPD def2/J DEFGRID3
* xyz 0 1
N -2.39778 -1.98364 0.43338
H 0.62007 2.38945 -0.69313
C 0.65850 1.51348 -0.03758
N 0.10733 0.36063 -0.80317
C -0.11568 -0.81781 -0.04688
N 0.85987 -1.46636 0.46830
H 0.05081 1.74783 0.85138
H 0.49250 -2.25877 0.99143
H -0.70336 0.59402 -1.36742
H 1.70674 1.37537 0.25717
C -1.45027 -1.38597 0.11923
*
```

relative energy (zero: lowest compared OMol25 entry of this formula, charge and spin) = 125.6 kJ/mol
frontier orbital gap = 10.28 eV
SMILES string = [H]/N=C(\C#N)NC
electronic energy = -281.54222 Ha
LUMO energy = 0.3 eV



> What is the LUMO energy in the third record?

0.8 eV